<1>
A structure of composition C4H4O2. Source: OMol25; level of theory: the ωB97M-V functional and the def2-TZVPD basis.

Structure (XYZ):
```
10
C4H4O2 (the ωB97M-V functional and the def2-TZVPD basis)
O 2.30 -1.00 0.19
C 1.30 -0.36 0.10
O 1.19 1.02 0.01
C -0.20 0.95 0.36
C -0.91 0.24 -0.71
C -0.15 -0.66 0.20
H -0.43 0.72 1.39
H -1.99 0.21 -0.65
H -0.49 0.30 -1.71
H -0.62 -1.41 0.83
```

natural (NBO) population analysis, charges in e, atoms 1 to 5:
1. O -0.539
2. C 0.761
3. O -0.488
4. C 0.049
5. C -0.411

<2>
An isolated molecule of C4H4O2. Source: OMol25; level of theory: the ωB97M-V functional and the def2-TZVPD basis.

Structure (XYZ):
```
10
Properties=species:S:1:pos:R:3
O 0.95 -1.67 -1.08
C 0.68 -1.17 -0.01
C 0.77 0.31 0.07
C -0.96 0.19 -0.08
C -0.22 1.29 0.49
O -0.30 2.47 0.70
H 0.37 -1.75 0.87
H 1.52 0.67 -0.64
H -1.51 0.17 -1.01
H -1.32 -0.51 0.68
```

## Properties
structure (SMILES)	O=C[C@H]1CC1=O

natural (NBO) population analysis, charges in e, atoms 1 to 5:
1. O -0.563
2. C 0.382
3. C -0.382
4. C -0.396
5. C 0.536

Stability summary - winner: <1>; margin: 0.0284 hartree.

<1>
A cluster of 7 separate species, C12H36NO9 in total. Source: OMol25; level of theory: the ωB97M-V functional and the def2-TZVPD basis.

Structure (XYZ):
```
58
Properties=species:S:1:pos:R:3
N -15.33 -51.45 -8.59
O -14.57 -52.38 -8.87
O -15.53 -50.50 -9.40
O -16.21 -51.70 -7.69
C -14.19 -55.05 -4.38
C -14.43 -54.05 -5.50
O -15.79 -54.36 -5.98
H -13.17 -55.03 -3.93
H -14.15 -55.92 -4.86
H -15.01 -55.06 -3.61
H -13.89 -54.05 -6.27
H -14.21 -52.81 -5.14
H -16.13 -53.75 -6.75
C -17.15 -51.96 -13.66
C -16.23 -51.39 -12.59
O -16.11 -52.36 -11.60
H -17.27 -51.45 -14.56
H -18.11 -52.28 -13.32
H -16.76 -52.85 -13.96
H -16.76 -50.72 -12.23
H -15.30 -50.95 -12.90
H -15.81 -51.80 -10.75
C -19.43 -48.08 -8.33
C -18.33 -49.05 -8.30
O -17.18 -48.43 -8.94
H -20.35 -48.33 -7.89
H -19.88 -47.89 -9.40
H -19.05 -47.10 -7.91
H -18.43 -50.13 -8.76
H -18.06 -49.18 -7.27
H -16.50 -49.15 -8.95
C -11.25 -49.62 -11.95
C -12.53 -50.32 -11.34
O -12.75 -49.74 -10.10
H -11.91 -48.93 -12.62
H -10.73 -50.05 -12.61
H -10.45 -49.15 -11.35
H -12.19 -51.31 -11.17
H -13.28 -50.01 -12.04
H -13.54 -50.20 -9.62
C -12.66 -56.68 -10.72
C -13.66 -55.59 -10.22
O -12.86 -54.39 -10.08
H -13.20 -57.74 -10.90
H -11.76 -57.10 -10.05
H -12.14 -56.42 -11.79
H -13.82 -55.95 -9.14
H -14.39 -55.58 -10.93
H -13.39 -53.68 -9.96
C -20.51 -53.66 -6.53
C -19.06 -53.07 -6.84
O -19.11 -52.24 -7.99
H -20.48 -54.14 -5.62
H -20.86 -54.33 -7.33
H -21.10 -52.90 -6.67
H -18.53 -53.98 -7.11
H -18.95 -52.36 -5.89
H -18.25 -52.11 -8.01
```

## Properties
charge	-1

natural (NBO) population analysis, charges in e, atoms 1 to 5:
1. N 0.711
2. O -0.497
3. O -0.553
4. O -0.561
5. C -0.630

<2>
A cluster of 7 separate species, C12H36NO9 in total. Source: OMol25; level of theory: the ωB97M-V functional and the def2-TZVPD basis.

Structure (XYZ):
```
58
Properties=species:S:1:pos:R:3
N 11.27 58.78 16.76
O 10.53 58.15 17.52
O 10.94 58.66 15.56
O 11.95 59.80 17.06
C 10.58 57.49 10.83
C 10.52 58.02 12.24
O 10.47 57.04 13.20
H 11.33 57.06 10.30
H 10.21 58.20 10.24
H 9.68 56.78 10.73
H 9.82 58.85 12.43
H 11.49 58.58 12.42
H 10.77 57.65 13.92
C 15.63 62.27 14.93
C 14.80 61.35 15.81
O 13.47 61.43 15.37
H 15.46 63.50 15.07
H 15.39 62.16 13.83
H 16.62 62.09 15.16
H 14.78 61.53 16.98
H 15.28 60.31 15.83
H 12.87 60.96 15.97
C 9.33 63.67 16.17
C 10.00 62.39 16.68
O 9.43 61.34 16.05
H 9.30 63.70 15.04
H 9.84 64.64 16.36
H 8.26 63.89 16.53
H 9.82 62.39 17.82
H 11.02 62.41 16.71
H 9.93 60.54 16.21
C 8.45 54.32 15.74
C 9.31 55.43 16.16
O 8.55 56.63 15.87
H 7.55 54.42 16.56
H 8.79 53.29 15.74
H 7.91 54.39 14.76
H 10.25 55.26 15.46
H 9.79 55.41 17.11
H 9.09 57.40 16.20
C 9.29 60.75 21.40
C 9.40 59.99 20.07
O 10.75 59.50 20.05
H 8.25 61.14 21.39
H 9.96 61.59 21.77
H 9.12 60.03 22.15
H 9.26 60.53 19.24
H 8.62 59.17 20.01
H 10.89 58.96 19.36
C 9.11 56.18 21.40
C 10.20 56.04 20.40
O 11.18 55.27 21.09
H 8.63 55.21 21.89
H 8.43 56.94 21.06
H 9.37 56.79 22.27
H 10.61 56.99 20.14
H 9.73 55.65 19.52
H 10.76 54.25 21.24
```

## Properties
charge	-1

natural (NBO) population analysis, charges in e, atoms 1 to 5:
1. N 0.714
2. O -0.528
3. O -0.570
4. O -0.542
5. C -0.627

Stability summary - winner: <2>; margin: 0.0950 hartree.

<1>
A cluster of 2 separate species, C2H4OS in total. Source: OMol25; level of theory: the ωB97M-V functional and the def2-TZVPD basis.

Structure (XYZ):
```
8
Properties=species:S:1:pos:R:3
C 0.14 -0.96 -0.49
C 1.38 -1.29 -0.63
O 2.49 -1.57 -0.79
H -0.65 -1.20 -1.20
H 0.00 -0.38 0.29
S -1.28 2.38 1.13
H -1.64 1.20 1.59
H -0.43 1.82 0.09
```

## Properties
structure (SMILES)	C=C=O.S

natural (NBO) population analysis, charges in e, atoms 1 to 5:
1. C -0.793
2. C 0.733
3. O -0.448
4. H 0.270
5. H 0.239

<2>
An isolated molecule of C2H4OS. Source: OMol25; level of theory: the ωB97M-V functional and the def2-TZVPD basis.

Structure (XYZ):
```
8
Properties=species:S:1:pos:R:3
C 1.45 -0.19 0.79
C 0.13 -0.20 0.06
O -0.40 -1.44 0.09
S -0.72 1.03 -0.59
H 1.96 0.73 0.44
H 1.15 -0.13 1.90
H 2.06 -1.21 0.59
H 0.08 -2.02 0.64
```

## Properties
structure (SMILES)	CC(O)=S

natural (NBO) population analysis, charges in e, atoms 1 to 5:
1. C -0.717
2. C 0.218
3. O -0.658
4. S -0.046
5. H 0.257

<3>
A cluster of 2 separate species, C2H4OS in total. Source: OMol25; level of theory: the ωB97M-V functional and the def2-TZVPD basis.

Structure (XYZ):
```
8
C2H4OS (the ωB97M-V functional and the def2-TZVPD basis)
C -0.29 -0.35 -0.45
C 0.47 0.61 0.44
O -0.57 -0.65 -1.70
S -1.98 -0.22 -0.90
H 0.21 -1.77 0.43
H 0.58 1.68 0.11
H 1.52 0.19 0.55
H 0.06 0.51 1.52
```

natural (NBO) population analysis, charges in e, atoms 1 to 5:
1. C 0.158
2. C -0.683
3. O -0.580
4. S 0.373
5. H 0.016

Stability summary - winner: <2>; margin: 0.0334 hartree.

<1>
A cluster of 2 separate species, C2H4OS in total. Source: OMol25; level of theory: the ωB97M-V functional and the def2-TZVPD basis.

Structure (XYZ):
```
8
C2H4OS (the ωB97M-V functional and the def2-TZVPD basis)
C -0.39 -0.56 -1.09
C 0.73 -0.03 -1.44
O -0.89 0.70 2.48
S -0.50 -0.82 2.01
H -1.34 -0.91 -1.39
H 1.50 0.22 -0.73
H 0.97 0.19 -2.48
H -0.09 1.21 2.64
```

natural (NBO) population analysis, charges in e, atoms 1 to 5:
1. C -0.020
2. C -0.513
3. O -0.837
4. S 0.211
5. H 0.205

<2>
An isolated molecule of C2H4OS. Source: OMol25; level of theory: the ωB97M-V functional and the def2-TZVPD basis.

Structure (XYZ):
```
8
Properties=species:S:1:pos:R:3
O -2.24 -0.30 -0.24
C -1.22 -0.05 0.36
C 0.00 0.80 -0.11
S 1.54 -0.20 0.02
H -0.96 -0.50 1.30
H 0.24 1.44 0.75
H -0.14 1.25 -1.06
H 1.35 -1.10 -0.93
```

## Properties
structure (SMILES)	O=CCS

natural (NBO) population analysis, charges in e, atoms 1 to 5:
1. O -0.503
2. C 0.434
3. C -0.604
4. S -0.028
5. H 0.104

Stability summary - winner: <2>; margin: 0.1654 hartree.

<1>
An isolated molecule of C2H4OS. Source: OMol25; level of theory: the ωB97M-V functional and the def2-TZVPD basis.

Structure (XYZ):
```
8
Properties=species:S:1:pos:R:3
O -0.80 -1.19 -0.16
C -0.72 0.09 -0.19
C 0.71 0.43 -0.11
S 2.06 -0.53 -0.14
H 0.05 -1.61 0.43
H -1.23 0.75 -0.95
H -0.94 0.52 0.98
H 0.88 1.55 0.14
```

## Properties
structure (SMILES)	OCC=S

natural (NBO) population analysis, charges in e, atoms 1 to 5:
1. O -0.706
2. C -0.104
3. C -0.263
4. S -0.008
5. H 0.488

<2>
A cluster of 2 separate species, C2H4OS in total. Source: OMol25; level of theory: the ωB97M-V functional and the def2-TZVPD basis.

Structure (XYZ):
```
8
C2H4OS (the ωB97M-V functional and the def2-TZVPD basis)
C -0.92 0.24 0.25
C 0.25 0.18 -0.65
O -2.05 0.15 -0.09
S 1.79 0.25 -0.02
H -0.49 0.34 1.33
H -0.17 -1.43 -0.33
H 0.34 0.30 -1.72
H 1.26 -0.03 1.23
```

natural (NBO) population analysis, charges in e, atoms 1 to 5:
1. C 0.356
2. C -0.528
3. O -0.542
4. S 0.110
5. H 0.100

<3>
A cluster of 2 separate species, C2H4OS in total. Source: OMol25; level of theory: the ωB97M-V functional and the def2-TZVPD basis.

Structure (XYZ):
```
8
Properties=species:S:1:pos:R:3
C -0.88 0.78 0.06
C -1.32 -0.28 -0.44
O -1.04 -1.41 -0.60
H -1.11 1.17 1.06
H -0.31 1.60 -0.46
S 2.15 -0.50 -0.11
H 1.08 -1.53 -0.44
H 1.43 0.17 0.94
```

## Properties
structure (SMILES)	C=C=O.S

natural (NBO) population analysis, charges in e, atoms 1 to 5:
1. C -0.689
2. C 0.639
3. O -0.481
4. H 0.263
5. H 0.277

Stability summary - winner: <1>; margin: 0.0117 hartree.

<1>
A structure of composition C2HN3O3. Source: OMol25; level of theory: the ωB97M-V functional and the def2-TZVPD basis.

Structure (XYZ):
```
9
C2HN3O3 (the ωB97M-V functional and the def2-TZVPD basis)
C -1.03 -0.98 1.73
C 0.21 -0.32 -0.13
H -0.63 -2.09 2.43
N 0.56 0.85 0.29
N 1.05 1.47 -0.81
N 0.99 0.85 -1.99
O -1.46 0.26 1.93
O -0.43 -1.39 0.41
O 0.31 -0.40 -1.65
```

natural (NBO) population analysis, charges in e, atoms 1 to 5:
1. C 0.597
2. C 0.744
3. H 0.227
4. N -0.325
5. N -0.048

<2>
An isolated molecule of C2HN3O3. Source: OMol25; level of theory: the ωB97M-V functional and the def2-TZVPD basis.

Structure (XYZ):
```
9
Properties=species:S:1:pos:R:3
H -2.36 -0.55 0.51
N -1.98 -0.90 -0.36
C -0.77 -0.51 -0.23
N 0.15 -0.57 -1.43
N 1.30 -0.29 -1.42
O 1.73 0.64 -0.27
C 0.91 0.69 0.72
O 1.24 1.55 1.51
O -0.23 -0.06 0.96
```

## Properties
structure (SMILES)	[H]/N=c1/nnoc(=O)o1

natural (NBO) population analysis, charges in e, atoms 1 to 5:
1. H 0.357
2. N -0.550
3. C 0.569
4. N -0.147
5. N 0.227

Stability summary - winner: <2>; margin: 0.0889 hartree.

<1>
A structure of composition C14H21N7. Source: OMol25; level of theory: the ωB97M-V functional and the def2-TZVPD basis.

Structure (XYZ):
```
42
C14H21N7 (the ωB97M-V functional and the def2-TZVPD basis)
C -0.42 0.20 2.64
C 0.20 1.09 3.66
N 0.67 1.74 4.49
H 0.25 -0.34 1.97
H -0.94 0.90 1.99
H -1.13 -0.51 3.07
C -1.89 -1.81 -2.00
C -3.26 -1.89 -1.55
N -4.37 -2.01 -1.17
H -1.55 -2.78 -1.64
H -1.38 -1.07 -1.37
H -1.81 -1.72 -3.08
C -4.78 0.19 -0.40
C -3.36 0.19 -0.80
N -2.24 0.26 -1.05
H -4.81 -0.63 0.32
H -5.43 -0.01 -1.25
H -5.20 1.01 0.19
C 3.90 -0.24 -1.69
C 4.40 -0.47 -0.32
N 4.80 -0.62 0.77
H 4.62 -0.66 -2.38
H 3.72 0.77 -2.06
H 2.93 -0.74 -1.76
C 2.61 -2.24 0.66
C 1.38 -2.71 0.07
N 0.41 -3.13 -0.35
H 2.53 -2.36 1.74
H 2.79 -1.17 0.62
H 3.41 -2.95 0.44
C 0.71 3.80 0.10
C 0.13 3.43 1.37
N -0.25 3.20 2.44
H 0.10 4.51 -0.46
H 0.65 2.92 -0.53
H 1.73 4.13 0.29
C -0.28 0.53 -0.48
C 0.98 -0.22 -0.57
N 1.97 -0.83 -0.68
H -0.92 0.48 -1.35
H 0.02 1.55 -0.23
H -0.92 0.21 0.34
```

natural (NBO) population analysis, charges in e, atoms 1 to 5:
1. C -0.719
2. C 0.299
3. N -0.317
4. H 0.242
5. H 0.244

<2>
A cluster of 7 separate species, C14H21N7 in total. Source: OMol25; level of theory: the ωB97M-V functional and the def2-TZVPD basis.

Structure (XYZ):
```
42
Properties=species:S:1:pos:R:3
C -19.97 1.71 -13.50
C -20.99 1.53 -14.53
N -21.80 1.40 -15.34
H -19.67 2.75 -13.47
H -19.12 1.05 -13.68
H -20.41 1.44 -12.54
C -16.28 -2.39 -12.84
C -16.73 -1.01 -12.91
N -17.06 0.08 -12.97
H -16.98 -3.01 -12.28
H -15.28 -2.44 -12.41
H -16.24 -2.81 -13.85
C -11.80 -2.63 -15.34
C -11.06 -2.90 -16.57
N -10.49 -3.11 -17.54
H -11.27 -3.16 -14.54
H -12.81 -3.02 -15.41
H -11.79 -1.57 -15.13
C -12.14 0.17 -18.65
C -11.63 1.48 -19.02
N -11.24 2.51 -19.32
H -12.07 0.00 -17.58
H -11.56 -0.60 -19.17
H -13.18 0.09 -18.96
C -15.86 1.62 -15.92
C -14.85 0.59 -15.72
N -14.01 -0.18 -15.62
H -15.40 2.60 -15.81
H -16.70 1.43 -15.26
H -16.24 1.50 -16.94
C -18.16 3.69 -18.07
C -19.44 3.70 -18.77
N -20.43 3.72 -19.33
H -17.59 2.83 -18.44
H -18.30 3.46 -17.01
H -17.59 4.61 -18.20
C -14.07 6.19 -19.25
C -14.34 5.52 -17.99
N -14.54 4.98 -16.99
H -13.44 7.07 -19.10
H -15.01 6.51 -19.70
H -13.52 5.52 -19.91
```

## Properties
structure (SMILES)	CC#N.CC#N.CC#N.CC#N.CC#N.CC#N.CC#N

natural (NBO) population analysis, charges in e, atoms 1 to 5:
1. C -0.726
2. C 0.280
3. N -0.331
4. H 0.250
5. H 0.271

Stability summary - winner: <2>; margin: 0.4047 hartree.